(1)
{
  "formula": "C2H10NS",
  "method": "the ωB97M-V functional and the def2-TZVPD basis",
  "elements": ["N", "H", "H", "H", "H", "C", "S", "C", "H", "H", "H", "H", "H", "H"],
  "xyz": [[0.152, -0.030, -2.561], [-0.046, 0.938, -2.805], [-0.694, -0.633, -2.882], [0.854, -0.154, -3.273], [0.314, -0.414, -1.567], [-1.398, -0.238, 1.559], [0.035, -0.453, 0.397], [1.181, 0.962, 0.808], [-1.058, -0.344, 2.539], [-2.135, -0.957, 1.363], [-1.866, 0.790, 1.460], [1.947, 0.970, 0.040], [0.812, 2.010, 0.667], [1.554, 0.908, 1.835]],
  "atomic_forces_ev_per_a": [[-2.05, -1.83, -2.23], [-0.69, 0.46, 1.45], [1.57, 1.39, 0.45], [1.00, -1.16, -0.01], [-0.08, 1.35, -0.17], [0.30, 2.75, -1.67], [0.21, 0.84, 1.42], [-0.84, 0.92, -0.29], [0.75, -0.29, 1.55], [-0.86, -1.16, -0.51], [0.66, -1.21, -0.08], [0.56, -0.69, 0.27], [-0.67, -1.03, 0.26], [0.15, -0.36, -0.43]],
  "lowdin_charge": [0.22, 0.14, 0.19, 0.13, -0.02, -0.33, 0.78, -0.35, 0.02, 0.02, 0.08, 0.02, 0.06, 0.05],
  "orbital_gap_ev": 9.231,
  "energy_ha": -534.85428,
  "homo_ev": -13.11,
  "max_force_ha_per_bohr": 0.069,
  "total_charge": 1
}

---

(2)
{
  "formula": "C2H10NS",
  "method": "the ωB97M-V functional and the def2-TZVPD basis",
  "elements": ["N", "H", "H", "H", "H", "C", "S", "C", "H", "H", "H", "H", "H", "H"],
  "xyz": [[1.053, 0.986, 2.362], [0.326, 0.733, 1.686], [1.180, 0.295, 3.117], [0.693, 1.765, 2.942], [1.934, 1.261, 1.917], [-1.131, 0.580, -0.767], [0.251, -0.480, -0.611], [0.033, -1.767, -1.809], [-2.083, 0.110, -0.505], [-0.941, 1.452, -0.141], [-1.164, 1.011, -1.777], [-0.235, -1.265, -2.754], [-0.854, -2.375, -1.610], [0.940, -2.309, -2.050]],
  "atomic_forces_ev_per_a": [[-0.52, 0.75, 1.50], [0.34, -0.16, 0.39], [0.28, -0.56, -0.71], [0.15, 0.33, -0.62], [0.01, -0.13, 0.11], [-0.21, 0.83, -0.25], [0.31, -0.88, -0.53], [-0.54, 0.72, -1.18], [0.06, -0.13, -0.12], [-0.11, -0.10, 0.27], [-0.13, -0.40, -0.14], [-0.01, 0.20, 0.13], [0.15, -0.22, 0.44], [0.22, -0.25, 0.70]],
  "mulliken_spin": [0.00, 0.00, 0.00, 0.00, 0.00, -0.04, 0.88, -0.03, 0.05, 0.00, 0.04, 0.04, 0.05, 0.00],
  "spin_multiplicity": 2,
  "orbital_gap_ev": [12.320, 9.049],
  "energy_ha": -534.41351,
  "homo_ev": [-20.23, -21.42],
  "max_force_ha_per_bohr": 0.034,
  "total_charge": 2
}

---

(3)
{
  "formula": "C2H10NS2",
  "method": "the ωB97M-V functional and the def2-TZVPD basis",
  "elements": ["C", "N", "H", "H", "H", "H", "H", "H", "C", "S", "S", "H", "H", "H", "H"],
  "xyz": [[0.006, 2.359, 1.886], [1.172, 1.587, 1.448], [0.451, 3.241, 2.385], [-0.641, 2.579, 1.113], [-0.351, 1.843, 2.799], [1.941, 1.039, 1.979], [1.529, 2.281, 0.693], [0.669, 0.788, 1.031], [-1.720, -1.859, -0.305], [-0.322, -0.865, 0.105], [0.607, -0.265, -1.740], [-2.599, -1.443, -0.547], [-1.869, -2.578, 0.553], [-1.462, -2.606, -1.078], [-0.138, -1.170, -2.401]],
  "atomic_forces_ev_per_a": [[2.19, 0.60, 6.26], [1.40, -0.36, -3.02], [-0.64, 0.19, -0.75], [-1.29, 0.07, -1.52], [-0.87, 0.08, -1.01], [-1.51, 2.17, -0.13], [0.35, -2.40, 1.22], [0.34, -0.18, -0.95], [2.44, -3.97, 0.97], [0.84, 0.32, -0.18], [-0.87, -0.47, 0.49], [-2.98, 2.11, -0.78], [0.12, 1.09, -0.44], [0.16, 0.60, 0.04], [0.31, 0.14, -0.20]],
  "lowdin_charge": [-0.05, 0.07, 0.11, 0.09, 0.12, 0.23, 0.21, -0.05, -0.46, 0.44, 0.35, 0.00, 0.08, 0.06, -0.18],
  "orbital_gap_ev": 8.493,
  "energy_ha": -933.01047,
  "homo_ev": -12.20,
  "max_force_ha_per_bohr": 0.129,
  "total_charge": 1
}

---

(4)
{
  "formula": "C2H10NSi",
  "method": "the ωB97M-V functional and the def2-TZVPD basis",
  "elements": ["C", "C", "N", "Si", "H", "H", "H", "H", "H", "H", "H", "H", "H", "H"],
  "xyz": [[-2.119, 0.942, -0.179], [0.461, -0.520, 0.378], [0.798, -1.859, -0.084], [1.159, 1.229, 0.143], [-1.642, 0.713, -1.187], [-2.793, 0.157, 0.217], [-1.990, 1.918, 0.334], [-0.479, -0.644, 1.029], [0.965, -2.510, 0.813], [1.571, -1.836, -0.799], [-0.029, -2.300, -0.565], [1.177, 1.837, -1.298], [2.751, 1.126, 0.236], [0.169, 1.745, 0.962]],
  "atomic_forces_ev_per_a": [[0.48, -0.66, -0.97], [-2.21, 0.30, 1.18], [0.14, -1.79, 0.44], [3.01, -1.20, -2.90], [-0.82, 0.72, 1.49], [0.47, 0.83, -0.17], [-0.21, -0.96, -0.58], [1.68, 0.51, -0.82], [0.20, 1.46, -2.58], [-0.53, -0.49, 1.21], [0.81, 0.43, 0.41], [-0.59, -0.67, 1.13], [-1.74, 0.17, 0.70], [-0.68, 1.35, 1.47]],
  "lowdin_charge": [0.05, -0.30, 0.08, 0.64, 0.02, 0.01, 0.01, 0.08, 0.23, 0.18, 0.18, -0.05, -0.04, -0.09],
  "orbital_gap_ev": [9.619, 7.186],
  "energy_ha": -425.97678,
  "homo_ev": [-13.77, -12.61],
  "max_force_ha_per_bohr": 0.085,
  "total_charge": 1
}

---

Energy relative to the best compared isomer or geometry (same formula, charge and spin): 21.6; 0.0; 46.3; 161.2 (kcal/mol)